No. 1
C4H9OPS as an isolated structure at a distorted geometry, computed with the ωB97M-V functional and the def2-TZVPD basis.

Geometry as ORCA input:
```
! RIJCOSX wB97M-V def2-TZVPD def2/J DEFGRID3
* xyz 0 1
C 0.8998 -0.4407 0.5150
C 1.1335 -0.0751 -0.8940
C -0.1821 0.3606 1.1811
C -0.1183 -0.0719 -1.7255
O -2.6049 -0.0334 -0.5279
P -1.1020 -0.7049 2.3073
S -1.5966 0.8879 -1.1426
H 0.7303 -1.5114 0.7646
H 1.7906 -0.1547 1.1150
H 1.5731 0.9763 -0.9614
H 1.9481 -0.7501 -1.3707
H 0.1029 1.3347 1.5976
H -0.8414 0.8133 0.3265
H 0.1357 0.4871 -2.7864
H -0.5114 -1.1792 -1.7619
H -1.3573 0.0615 3.3632
*
```

Its orbital gap (alpha / beta) is 7.43 / 7.13 eV. The highest occupied orbital energy (alpha / beta) comes out at -8.2 / -8.1 eV. The value obtained for the energy above the lowest of the compared OMol25 structures with the same formula, charge and spin is 523.1 kJ/mol.

Mulliken population analysis, charges in e, atoms 1 to 4: -0.8185 -0.5275 -0.0747 -0.5521



No. 2
C2H5IN2O2S as an isolated structure at a distorted geometry, computed with the ωB97M-V functional and the def2-TZVPD basis.

Geometry as ORCA input:
```
! RIJCOSX wB97M-V def2-TZVPD def2/J DEFGRID3
* xyz 0 1
C 2.1461 -0.1937 -0.7346
C 1.5846 0.6171 0.1607
N -1.4353 -0.9175 0.6048
N -0.7550 0.0097 1.2368
O -0.6785 0.6323 -1.1999
O -0.2697 2.4673 0.5258
S -0.0925 1.1082 0.0506
I -4.1016 -0.6692 0.0081
H 3.0647 -0.8283 -0.6587
H 1.4517 -0.5538 -1.5161
H 2.1322 1.0465 0.9090
H -1.6519 -1.7861 1.1054
H -1.3948 -0.9325 -0.4920
*
```

Its orbital gap (alpha / beta) is 6.26 / 6.23 eV. The highest occupied orbital energy (alpha / beta) comes out at -8.7 / -8.7 eV. The value obtained for the energy above the lowest of the compared OMol25 structures with the same formula, charge and spin is 270.0 kJ/mol.

Mulliken population analysis, charges in e, atoms 1 to 4: -0.5119 -0.2524 -0.2145 -0.3007



No. 3
C30H44BrN3P2Ti as an isolated structure at a distorted geometry, computed with the ωB97M-V functional and the def2-TZVPD basis.

Geometry as ORCA input:
```
! RIJCOSX wB97M-V def2-TZVPD def2/J DEFGRID3
* xyz 2 3
C -0.4521 -6.6688 -3.8109
C 0.3101 -5.4849 -3.7649
C 1.2961 -5.2732 -4.7389
C 1.5075 -6.2683 -5.6998
N 0.7907 -7.3910 -5.7209
C -0.1616 -7.6007 -4.8162
C 0.0529 -4.4763 -2.7827
C -0.4078 -3.6625 -2.0016
C -0.8795 -2.6475 -1.1630
C -2.2460 -2.5856 -0.7996
C -2.6722 -1.6117 0.0913
C -1.7123 -0.7496 0.5890
C -0.3346 -0.7110 0.1292
C 0.0791 -1.7281 -0.7492
Ti -0.7051 0.3879 1.8018
P -1.9162 2.0478 0.3483
H 1.8646 -4.3447 -4.7739
H -1.2662 -6.8500 -3.1112
H 2.2746 -6.1366 -6.4636
H -0.7263 -8.5343 -4.8772
H 1.1247 -1.7964 -1.0490
H -2.9474 -3.3092 -1.2248
H 0.3913 0.1733 0.2688
H -3.7106 -1.5387 0.4044
C -2.0315 3.6478 1.2203
C -2.1915 4.8871 0.3357
H -1.1187 3.7364 1.8360
H -2.8723 3.5548 1.9289
H -2.3265 5.7655 0.9786
H -1.2960 5.0666 -0.2702
H -3.0634 4.8253 -0.3255
C -1.1108 2.3056 -1.2834
C -1.6826 1.5228 -2.4620
H -0.0582 2.0198 -1.1531
H -1.1104 3.3855 -1.4892
H -1.0127 1.6409 -3.3240
H -1.7491 0.4481 -2.2495
H -2.6699 1.8894 -2.7714
C -3.6509 1.6261 -0.1128
C -4.5215 2.7430 -0.6842
H -4.1103 1.2383 0.8058
H -3.5996 0.7710 -0.7980
H -5.4999 2.3199 -0.9542
H -4.7077 3.5368 0.0501
H -4.1031 3.1880 -1.5975
Br -2.9957 0.2960 2.9066
P 3.3452 2.2424 0.3834
C 1.9985 3.2095 -0.4121
C 2.3819 4.6668 -0.6836
H 1.1181 3.1517 0.2443
H 1.7664 2.7099 -1.3635
H 1.6503 5.1315 -1.3569
H 2.4059 5.2568 0.2409
H 3.3672 4.7367 -1.1616
C 2.8249 1.9259 2.1046
C 4.0312 2.0273 3.0452
H 2.3733 0.9237 2.1467
H 2.0594 2.6704 2.3609
H 3.7129 2.0497 4.0937
H 4.7071 1.1720 2.9197
H 4.6118 2.9387 2.8510
C 3.2459 0.5944 -0.4428
C 4.2261 0.5268 -1.6237
H 2.2106 0.4060 -0.7647
H 3.5127 -0.1533 0.3189
H 4.3548 -0.5129 -1.9457
H 3.8624 1.1001 -2.4860
H 5.2135 0.9179 -1.3431
N -0.0065 0.6903 4.0781
C 0.0162 -0.7315 4.1789
C 0.1860 -1.4443 5.3552
C 0.0532 -2.8394 5.2760
C -0.3198 -3.4274 4.0574
C -0.4230 -2.6472 2.9169
N -0.1811 -1.3056 2.9863
H -0.7202 1.1462 4.6594
H 0.8805 1.1253 4.3615
H 0.4160 -0.9053 6.2810
H 0.2523 -3.4705 6.1457
H -0.5086 -4.5034 3.9773
H -0.6963 -3.0337 1.9283
*
```

Its orbital gap (alpha / beta) is 6.98 / 3.02 eV. The highest occupied orbital energy (alpha / beta) comes out at -12.8 / -12.8 eV. The value obtained for the energy above the lowest of the compared OMol25 structures with the same formula, charge and spin is 80.3 kJ/mol.

Mulliken population analysis, charges in e, atoms 1 to 4: -0.4003 0.4647 -0.4104 -0.3658



No. 4
The molecule C16H20N2O3, computed with the ωB97M-V functional and the def2-TZVPD basis.

Geometry as ORCA input:
```
! RIJCOSX wB97M-V def2-TZVPD def2/J DEFGRID3
* xyz 0 1
C 4.8068 2.6352 -0.3345
C 4.3886 1.2788 -0.8889
C 4.2298 0.2109 0.2103
C 5.5786 -0.3194 0.6997
C 5.4256 -1.1549 1.9650
C 3.3983 -0.9162 -0.3821
O 3.8925 -1.9137 -0.8648
C 1.9457 -0.7119 -0.3809
C 1.0370 -1.6421 -0.8585
N -0.2052 -1.1429 -0.7276
C -0.1415 0.1034 -0.1515
C -1.3009 0.9503 0.1605
O -1.2511 1.8559 0.9684
N -2.4399 0.6458 -0.5237
C -3.6831 1.3554 -0.2918
C -4.8074 0.4009 -0.0689
C -5.8550 0.0379 -0.8652
C -6.5834 -0.9384 -0.1423
C -5.9195 -1.1002 1.0331
O -4.8455 -0.2978 1.0859
C 1.1844 0.3902 0.0751
H 4.9023 3.3558 -1.1435
H 4.0637 3.0065 0.3679
H 5.7627 2.5734 0.1788
H 3.4385 1.3937 -1.4166
H 5.1278 0.9280 -1.6117
H 3.6839 0.6482 1.0505
H 6.0157 -0.9347 -0.0888
H 6.2527 0.5154 0.8966
H 6.3933 -1.5250 2.2954
H 4.7785 -2.0086 1.7776
H 4.9917 -0.5619 2.7683
H 1.2299 -2.6120 -1.2719
H -1.0512 -1.6518 -0.9280
H -2.4267 -0.0146 -1.2833
H -3.9234 2.0032 -1.1419
H -3.5109 1.9708 0.5965
H -6.0854 0.4237 -1.8372
H -7.4726 -1.4439 -0.4579
H -6.1039 -1.7296 1.8809
H 1.5403 1.3027 0.5071
*
```

Its orbital gap is 9.27 eV. The highest occupied orbital energy comes out at -8.8 eV. The value obtained for the energy above the lowest of the compared OMol25 structures with the same formula, charge and spin is 210.5 kJ/mol. As for the SMILES: CCC(CC)C(=O)c1c[nH]c(C(=O)NCc2ccco2)c1.

Mulliken population analysis, charges in e, atoms 1 to 4: -1.2646 -0.6521 0.4118 -0.5034



No. 5
C52H59BFeN6P2S5 as an isolated structure, computed with the ωB97M-V functional and the def2-TZVPD basis.

Geometry as ORCA input:
```
! RIJCOSX wB97M-V def2-TZVPD def2/J DEFGRID3
* xyz 1 6
Fe -0.6878 -0.7587 0.5231
C -0.2131 4.0343 2.7268
C 0.8885 3.0302 2.6015
C 2.1780 3.3306 2.8781
C 3.1853 2.3341 2.7884
N 2.9266 1.1472 2.3230
N 1.6619 0.8684 1.9487
B 1.3678 -0.5697 1.3908
N 1.3128 -1.6063 2.5574
N 2.5945 -1.8715 2.8999
C 2.8380 -2.7067 3.8586
C 1.7719 -3.2804 4.6044
C 0.4851 -3.0515 4.2511
C -0.6637 -3.6749 4.9749
C 0.2423 -2.2106 3.1072
S -1.3331 -2.0794 2.4909
C 4.2862 -3.0667 4.1381
C 4.4316 -4.5929 4.0389
C 5.2114 -2.4122 3.1150
C 4.6598 -2.5985 5.5498
N 2.3718 -1.0902 0.3146
N 3.4781 -0.3865 0.0717
C 4.2877 -0.7939 -0.8665
C 4.0471 -1.9997 -1.5668
C 2.9278 -2.7261 -1.3194
C 2.6038 -3.9971 -2.0331
C 2.0110 -2.1852 -0.3739
S 0.4605 -2.8487 -0.1303
C 5.5185 0.0635 -1.1276
C 5.1857 1.5283 -0.8426
C 5.9774 -0.0576 -2.5837
C 6.6387 -0.4340 -0.2028
C 0.6285 1.6969 2.1567
S -0.9705 1.1549 1.9601
C 4.5937 2.6543 3.2665
C 4.5344 3.1290 4.7256
C 5.1732 3.7744 2.3891
C 5.4870 1.4226 3.1861
H 0.0889 4.8491 3.3823
H -1.1255 3.5849 3.1137
H -0.4390 4.4429 1.7377
H 2.4424 4.3254 3.2121
H 1.9930 -3.9284 5.4427
H -0.3096 -4.2427 5.8329
H -1.2174 -4.3395 4.3102
H -1.3660 -2.9120 5.3128
H 4.1506 -4.9480 3.0456
H 3.8188 -5.1154 4.7749
H 5.4708 -4.8722 4.2181
H 4.9797 -2.7453 2.1013
H 6.2446 -2.6801 3.3407
H 5.1166 -1.3268 3.1304
H 4.0605 -3.0903 6.3182
H 4.5302 -1.5192 5.6518
H 5.7063 -2.8338 5.7489
H 4.7508 -2.3370 -2.3154
H 3.3837 -4.2461 -2.7498
H 1.6490 -3.9089 -2.5535
H 2.4987 -4.8191 -1.3227
H 4.4752 1.9122 -1.5774
H 6.0959 2.1293 -0.8971
H 4.7411 1.6453 0.1437
H 5.1704 0.1846 -3.2790
H 6.3623 -1.0505 -2.8218
H 6.7896 0.6495 -2.7585
H 6.3160 -0.4459 0.8379
H 7.5154 0.2100 -0.2915
H 6.9387 -1.4502 -0.4709
H 3.9575 4.0469 4.8453
H 5.5455 3.3316 5.0814
H 4.0966 2.3634 5.3695
H 4.5995 4.6994 2.4756
H 5.1959 3.4827 1.3394
H 6.1952 3.9918 2.7043
H 5.0946 0.6166 3.8067
H 6.4880 1.6745 3.5395
H 5.5588 1.0562 2.1638
S -2.6439 -0.7524 -0.9043
P -2.2608 0.9692 -1.8898
C -0.6761 1.6564 -1.4518
P -0.0704 3.3572 -1.3650
S 0.5441 0.5085 -1.0776
C -1.1090 4.4488 -2.4126
C -1.9986 5.3031 -1.7650
C -2.7976 6.1796 -2.4843
C -2.6881 6.2382 -3.8658
C -1.7708 5.4269 -4.5204
C -0.9865 4.5394 -3.7988
C 1.4650 3.2617 -2.3557
C 2.4681 4.1740 -2.0388
C 3.6343 4.2320 -2.7903
C 3.8154 3.3596 -3.8535
C 2.8260 2.4344 -4.1667
C 1.6539 2.3891 -3.4266
C -3.5840 2.1330 -1.5358
C -3.5690 2.7564 -0.2894
C -4.6319 3.5536 0.0990
C -5.7104 3.7375 -0.7558
C -5.7352 3.1071 -1.9909
C -4.6817 2.2909 -2.3776
C -2.1693 0.6335 -3.6606
C -2.4276 1.6264 -4.6045
C -2.2125 1.3740 -5.9505
C -1.7298 0.1377 -6.3581
C -1.4664 -0.8505 -5.4196
C -1.6849 -0.6073 -4.0721
H -2.0680 5.2819 -0.6838
H -3.4928 6.8264 -1.9650
H -3.3011 6.9284 -4.4308
H -1.6619 5.4881 -5.5960
H -0.2682 3.9206 -4.3200
H 2.3314 4.8519 -1.2034
H 4.4017 4.9534 -2.5410
H 4.7258 3.3982 -4.4376
H 2.9624 1.7560 -4.9995
H 0.8795 1.6727 -3.6885
H -2.7289 2.6102 0.3806
H -4.6195 4.0327 1.0698
H -6.5398 4.3638 -0.4537
H -6.5831 3.2375 -2.6498
H -4.7254 1.7749 -3.3277
H -2.7920 2.5951 -4.2934
H -2.4245 2.1432 -6.6819
H -1.5643 -0.0578 -7.4095
H -1.0970 -1.8163 -5.7378
H -1.4867 -1.3774 -3.3372
*
```

Its orbital gap (alpha / beta) is 6.11 / 7.01 eV. The highest occupied orbital energy (alpha / beta) comes out at -9.1 / -10.3 eV. The value obtained for the energy above the lowest of the compared OMol25 structures with the same formula, charge and spin is 3.5 kJ/mol.

Mulliken population analysis, charges in e, atoms 1 to 4: -0.0678 -1.6844 0.0166 -0.5934



No. 6
An isolated ion of composition C3H7N2OSe and charge +1 at a distorted geometry, computed with the ωB97M-V functional and the def2-TZVPD basis.

Geometry as ORCA input:
```
! RIJCOSX wB97M-V def2-TZVPD def2/J DEFGRID3
* xyz 1 1
N -1.1931 -1.7178 -0.0707
C 0.0153 -0.9409 0.4872
N -0.5223 0.6810 0.5410
C 0.2466 1.6616 -0.0202
O -0.1546 2.8079 0.0060
C 1.4743 1.2144 -0.7053
Se 1.8973 -0.6055 -0.1815
H -1.2290 -1.6735 -1.0689
H -1.9324 -1.2547 0.3999
H -1.1575 -2.7452 0.1299
H -0.0436 -1.0423 1.5427
H -1.1293 0.8128 1.2946
H 1.2514 1.0697 -1.7512
H 2.4769 1.7325 -0.6032
*
```

Its orbital gap is 9.34 eV. The highest occupied orbital energy comes out at -13.4 eV. The value obtained for the energy above the lowest of the compared OMol25 structures with the same formula, charge and spin is 229.6 kJ/mol. As for the SMILES: [NH3+][C@@H]1NC(=O)C[Se]1.

Mulliken population analysis, charges in e, atoms 1 to 4: -0.2021 -0.6036 -0.2879 0.3349